8 unconnected molecules or ions with the total composition C10H36N12O8, computed with ωB97M-V/def2-TZVPD.

Each line ends with the Löwdin charge.
Geometry (Å):
1 O 0.65 1.88 0.08  -0.040
2 O 1.43 -0.12 3.81  0.014
3 O 2.99 3.25 -1.22  -0.081
4 O 1.75 -3.32 -0.67  -0.108
5 O -0.49 -2.61 1.08  -0.043
6 O -2.52 0.81 2.80  0.021
7 O -3.29 -3.08 -0.67  0.010
8 O -2.53 2.43 -1.61  0.006
9 N -1.31 -3.62 -1.61  0.183
10 N -2.21 4.24 -2.85  0.148
11 N -0.41 3.48 -1.60  0.181
12 N 1.50 -0.04 0.87  0.205
13 N 1.75 1.66 5.21  0.157
14 N -2.49 -2.85 2.15  0.167
15 N -0.71 -1.85 3.29  0.189
16 N -0.30 1.25 4.36  0.145
17 N -2.28 2.52 1.26  0.178
18 N -0.38 -0.07 -0.49  0.227
19 N -3.62 0.77 0.87  0.164
20 N -3.09 -2.70 -2.94  0.145
21 C -2.60 -3.17 -1.67  -0.596
22 C 0.56 0.63 0.18  -0.603
23 C 1.01 0.83 4.42  -0.669
24 C -2.78 1.35 1.76  -0.688
25 C 4.23 1.18 -1.68  -0.084
26 C 3.57 2.46 -2.20  -0.350
27 C -1.13 -2.47 2.12  -0.552
28 C -1.75 3.27 -1.98  -0.616
29 C 2.00 -2.48 -1.84  -0.260
30 C 2.80 -3.46 -2.81  -0.074
31 H 4.37 3.11 -2.60  0.111
32 H 0.17 -1.38 3.26  0.035
33 H -3.61 -0.23 0.85  0.085
34 H 1.16 2.11 5.92  0.118
35 H -0.03 4.39 -1.65  0.093
36 H 2.57 -3.31 -3.85  0.047
37 H 1.10 -2.84 -0.12  0.012
38 H -0.63 -3.38 -2.28  0.066
39 H -1.46 2.83 1.77  0.098
40 H 4.58 0.63 -2.57  0.080
41 H -0.92 0.96 3.51  0.081
42 H -0.36 2.21 4.44  0.060
43 H 1.06 -2.19 -2.33  0.079
44 H 2.35 2.72 -0.76  0.025
45 H 2.68 1.42 5.40  0.084
46 H -0.99 0.55 -0.91  0.056
47 H -1.40 -1.50 3.92  0.089
48 H 2.60 -4.51 -2.58  0.066
49 H -0.93 -3.62 -0.69  0.056
50 H -2.42 2.75 0.27  0.065
51 H 3.59 0.61 -1.00  0.050
52 H -4.08 -2.58 -3.07  0.094
53 H 3.92 -3.36 -2.74  0.080
54 H -2.85 -3.18 1.25  0.063
55 H 2.80 2.24 -3.01  0.124
56 H -3.03 4.11 -3.41  0.100
57 H 1.98 0.54 1.55  0.107
58 H 2.54 -1.56 -1.64  0.081
59 H -0.72 -0.97 -0.12  0.095
60 H 1.42 -1.01 1.08  0.075
61 H -2.65 -3.05 -3.74  0.055
62 H 5.16 1.44 -1.19  0.065
63 H -3.78 1.17 -0.06  0.091
64 H -1.62 4.83 -3.33  0.062
65 H -2.92 -2.95 3.03  0.082
66 H 0.02 2.82 -0.99  -0.006

Output
**Orbital gap**: 10.37 eV
**Total charge**: 0
**E_tot**: -1661.86489 hartree
**SMILES**: NC(N)=O.NC(N)=O.NC(N)=O.NC(N)=O.NC(N)=O.NC(N)=O.CCO.CCO
**Energy relative to the best compared isomer or geometry (same formula, charge and spin)**: 0.0 kJ/mol